1.
{
  "formula": "C4H8N3",
  "method": "ωB97M-V/def2-TZVPD",
  "lumo_energy_ev": -4.915,
  "total_charge": 1,
  "homo_lumo_gap_ha": 0.3875,
  "fmax_ha_per_bohr": 0.0795,
  "e_above_lowest_kcal_mol": 124.3,
  "species": ["C", "N", "N", "C", "C", "C", "N", "H", "H", "H", "H", "H", "H", "H", "H"],
  "coordinates": [[0.870, 1.322, -0.842], [0.128, 0.117, -0.487], [-0.258, -0.693, -1.574], [0.762, -0.651, 0.675], [-0.111, -0.790, 1.672], [-1.266, 0.079, 1.343], [-1.243, 0.543, 0.174], [1.386, 1.149, -1.738], [0.277, 2.216, -1.080], [1.683, 1.453, -0.155], [-0.173, -1.705, -1.304], [-1.300, -0.563, -1.848], [1.733, -1.118, 0.744], [-0.268, -1.431, 2.515], [-2.220, 0.072, 1.904]],
  "forces_ev_per_a": [[0.48, 1.06, -0.60], [-1.83, -0.13, 3.65], [-1.40, -1.99, -1.18], [-0.77, -1.00, 0.45], [-1.18, 1.41, -0.99], [-0.63, -1.71, -0.02], [0.66, 0.96, -1.26], [0.56, -0.76, -1.50], [-0.24, -0.55, 0.80], [-0.13, 0.53, 0.86], [0.03, 1.34, -0.22], [2.27, 0.32, 0.92], [0.27, 0.23, -1.16], [1.19, -0.22, 0.50], [0.73, 0.52, -0.25]],
  "mulliken_charge": [-0.7926, 0.7955, -0.7295, -0.5217, -0.2964, 0.1049, -0.5786, 0.4015, 0.3084, 0.3367, 0.3149, 0.3457, 0.4496, 0.4370, 0.4247]
}



2.
{
  "formula": "C4H8N3",
  "method": "ωB97M-V/def2-TZVPD",
  "lumo_energy_ev": [-4.968, -4.968],
  "total_charge": 1,
  "homo_lumo_gap_ha": [0.3153, 0.3153],
  "fmax_ha_per_bohr": 0.0709,
  "e_above_lowest_kcal_mol": 114.0,
  "species": ["C", "C", "C", "C", "N", "N", "N", "H", "H", "H", "H", "H", "H", "H", "H"],
  "coordinates": [[0.660, -2.128, -0.973], [-0.318, 1.082, 0.978], [0.521, -0.897, -1.830], [-0.573, -0.696, -0.813], [-0.175, -1.776, -0.032], [-0.008, 0.505, 2.094], [-0.443, 2.359, 0.772], [1.160, -3.072, -1.104], [1.364, -0.216, -1.747], [0.228, -1.007, -2.876], [-1.605, -0.423, -0.942], [0.043, -0.506, 2.136], [0.154, 1.017, 2.960], [-0.694, 2.716, -0.139], [-0.315, 3.044, 1.516]],
  "forces_ev_per_a": [[-0.60, 0.57, -0.02], [-0.28, -2.15, -2.93], [0.36, 0.29, -0.66], [0.35, 1.24, 1.78], [0.01, -0.59, 0.37], [0.17, 0.14, 0.91], [0.03, 0.79, 0.50], [0.17, -0.24, 0.15], [-0.02, 0.06, 0.04], [0.03, 0.02, 0.08], [-0.19, 0.05, -0.04], [-0.03, 0.15, -0.07], [-0.02, -0.17, -0.11], [0.08, -0.13, 0.23], [-0.07, -0.03, -0.21]],
  "mulliken_charge": [0.0204, 0.1922, -0.3826, -0.0115, -0.4302, -0.2984, -0.3091, 0.3885, 0.2464, 0.2979, 0.3882, 0.2463, 0.2039, 0.2403, 0.2077]
}